C38H64As2ClN6O3RbS4 | wB97M-V/def2-TZVPD

ORCA input file:
```
! wB97M-V def2-TZVPD RIJCOSX def2/J DEFGRID3
* xyz -2 1
Rb -0.07229 -0.04425 0.94612
C -1.56092 -4.14444 -0.73620
C -1.78481 -3.53247 -2.11880
S -1.49063 -1.74864 -2.19079
C -2.98077 -1.19312 -3.02382
C -4.31731 -1.46813 -2.32927
S -4.41453 -0.84770 -0.62981
C -4.99630 -2.31988 0.24424
C -4.12821 -3.58300 0.19505
S -2.39555 -3.34505 0.64766
H -0.50913 -4.05991 -0.45463
H -1.81649 -5.20773 -0.75754
H -2.80101 -3.72022 -2.47036
H -1.10953 -4.02259 -2.82328
H -3.01147 -1.60685 -4.03601
H -2.83917 -0.11531 -3.13938
H -4.51866 -2.53913 -2.31066
H -5.11579 -1.00980 -2.91808
H -6.00191 -2.56911 -0.10693
H -5.10105 -1.98334 1.27771
H -4.17207 -4.02921 -0.79968
H -4.57602 -4.30796 0.88107
C 3.42744 2.13353 -0.14853
C 3.62471 0.74444 0.48738
N 2.95386 0.60097 1.76915
C 3.58755 1.16980 2.93001
C 3.39333 2.68484 3.07487
S 1.66391 3.16716 3.31841
C 1.22851 4.23521 1.90123
C 2.03075 4.06200 0.60841
N 2.13406 2.69800 0.16758
H 3.58753 2.02331 -1.22779
H 4.20108 2.82099 0.20814
H 4.70468 0.52969 0.54763
H 3.19731 -0.00674 -0.18215
H 2.74930 -0.37587 1.92821
H 4.67613 0.97239 2.95484
H 3.15316 0.69415 3.81428
H 3.80382 3.21637 2.22104
H 3.95633 3.01823 3.95070
H 1.27575 5.28233 2.21072
H 0.17828 4.00438 1.71298
H 3.03994 4.46328 0.75011
H 1.55680 4.70611 -0.14571
H 1.40750 2.44697 -0.48869
C -2.74623 -0.00528 5.88295
As -2.02951 -0.27982 4.07846
C -3.75145 -0.20242 3.15917
C -1.83399 -2.24468 4.17067
C -2.92999 -3.09586 4.32976
C -2.77204 -4.47218 4.32512
C -1.50539 -5.01394 4.14047
C -0.41018 -4.18022 3.98616
C -0.55582 -2.79222 4.02018
As 1.01678 -1.60281 3.81256
C 1.01800 -0.97004 5.70520
C 2.44049 -2.90635 4.13266
H -3.56974 -0.69654 6.06854
H -3.10250 1.02266 5.95297
H -1.96047 -0.16529 6.62009
H -4.52953 -0.74482 3.69816
H -3.62314 -0.61120 2.15754
H -4.00171 0.85410 3.07470
H -3.92320 -2.67773 4.45044
H -3.63514 -5.11826 4.43981
H -1.37225 -6.08869 4.09508
H 0.56510 -4.61241 3.80576
H 0.74215 -1.77228 6.39111
H 0.33665 -0.12917 5.82953
H 2.02738 -0.62229 5.93724
H 2.23823 -3.50144 5.02438
H 3.35843 -2.33586 4.28531
H 2.54945 -3.53497 3.25099
Cl 1.13134 -2.82688 0.86929
O -2.14227 3.82260 1.20258
N -2.30780 2.82591 1.93123
O -2.82272 2.94069 3.04532
O -1.90586 1.70088 1.54475
C -0.64462 4.51704 -4.18861
C -1.28608 4.03663 -2.89221
C -2.51015 3.17073 -3.21111
C -1.71139 5.22589 -2.03830
N -0.23169 3.29534 -2.17438
N -0.66101 2.54343 -1.05324
H -1.32650 5.17496 -4.73301
H -0.38684 3.67547 -4.83774
H 0.27291 5.06779 -3.97004
H -3.20214 3.71371 -3.86052
H -3.06138 2.89448 -2.30991
H -2.20814 2.25951 -3.72903
H -2.48393 5.80841 -2.54843
H -0.85199 5.87126 -1.84316
H -2.11614 4.89725 -1.07808
H 0.24758 2.66957 -2.81358
H -1.51170 2.01561 -1.24014
H -0.89125 3.16833 -0.28535
C 0.28084 0.00624 -6.57927
C 1.47154 -0.71511 -6.52797
C 2.17070 -0.90055 -5.34780
C 1.71336 -0.36700 -4.10405
C 0.48469 0.35297 -4.18779
C -0.19850 0.52851 -5.37532
N 2.28759 -0.54874 -2.90069
C 3.59364 -0.96178 -2.82216
C 3.96381 -1.86189 -1.79929
C 5.28300 -2.23427 -1.60290
C 6.30619 -1.73746 -2.41054
C 5.96095 -0.84805 -3.42457
C 4.64254 -0.46846 -3.63185
H -0.25610 0.14531 -7.50903
H 1.86843 -1.15599 -7.43848
H 3.08018 -1.48686 -5.35624
H 0.07226 0.70320 -3.24697
H -1.13553 1.07466 -5.37169
H 3.17569 -2.24374 -1.15663
H 5.51496 -2.92578 -0.79917
H 7.33753 -2.02728 -2.25037
H 6.73381 -0.43125 -4.06378
H 4.40169 0.24107 -4.41420
*
```

Orbital gap ... 4.55 eV
E_HOMO ... -1.1 eV
Relative energy (zero: lowest compared OMol25 entry of this formula, charge and spin) ... 0.0 kcal per mole

---

C5H15NP | wB97M-V/def2-TZVPD

ORCA input file:
```
! wB97M-V def2-TZVPD RIJCOSX def2/J DEFGRID3
* xyz 1 1
C -2.69224 -0.68511 0.24100
C 1.21148 1.78672 -0.39404
C -1.54579 0.17464 -0.19048
C -0.25905 -0.61840 0.05324
C 1.30829 0.56075 0.51851
N 0.25005 -1.40725 -1.06484
P 2.72440 -0.58882 0.58462
H -3.58743 -0.18737 0.17952
H -2.75248 -1.81128 -0.01215
H -2.51295 -0.79842 1.27164
H 1.53139 1.48281 -1.41444
H 0.18763 2.25034 -0.44431
H 1.92725 2.59849 -0.07505
H -1.58155 0.48054 -1.27118
H -1.55028 1.15193 0.34125
H -0.34003 -1.02292 1.03360
H 0.87344 0.72233 1.47055
H -0.19063 -2.42383 -1.09587
H 1.21435 -1.57311 -0.77460
H 0.00590 -1.05459 -1.91098
H 2.87795 -0.51829 2.02262
H 3.66108 0.28410 0.32641
*
```

Orbital gap ... 10.14 eV
E_HOMO ... -13.4 eV
Relative energy (zero: lowest compared OMol25 entry of this formula, charge and spin) ... 56.8 kcal per mole

---

CH3FO3 | wB97M-V/def2-TZVPD

ORCA input file:
```
! wB97M-V def2-TZVPD RIJCOSX def2/J DEFGRID3
* xyz 0 1
C 0.25900 -0.03526 -0.02372
O 0.43434 -1.29017 0.29635
O 0.19198 0.29300 -1.29566
O 0.62084 0.88011 0.83782
F -1.86799 0.07244 0.14793
H 0.44894 -1.41157 1.25922
H -0.44987 -0.27336 -1.75821
H 0.36277 1.76482 0.53626
*
```

Orbital gap ... 10.15 eV
E_HOMO ... -9.9 eV
Relative energy (zero: lowest compared OMol25 entry of this formula, charge and spin) ... 44.6 kcal per mole

---

C8H17N2 | wB97M-V/def2-TZVPD

ORCA input file:
```
! wB97M-V def2-TZVPD RIJCOSX def2/J DEFGRID3
* xyz 1 1
C -0.19756 -2.10775 1.03876
C 0.34430 -0.74197 0.54897
N -0.12980 0.27729 1.65103
C 0.85313 1.40963 1.87597
C 1.07410 2.34057 0.71298
C 0.60683 2.14959 -0.50734
N -0.40016 1.11662 -0.70125
C -0.21555 -0.31293 -0.80430
C -1.62226 -0.81788 -1.18761
C 0.56256 -0.71371 -2.06154
H -0.20902 -2.88885 0.25984
H -1.24117 -2.03000 1.36879
H 0.30163 -2.47135 1.92901
H 1.46677 -0.96536 0.54061
H -0.35686 -0.08130 2.54428
H -0.91872 0.58816 1.07608
H 1.69615 0.83863 2.15299
H 0.36758 2.02807 2.77552
H 1.79380 3.18154 1.02465
H 0.75180 2.95930 -1.27922
H -0.90665 1.34815 -1.55135
H -1.84402 -0.50641 -2.18876
H -2.28999 -0.26912 -0.53337
H -1.61993 -1.92615 -1.18762
H 0.16121 -0.20688 -2.93090
H 0.35471 -1.79622 -2.46712
H 1.61713 -0.40166 -2.09908
*
```

SMILES string ... C[C@@H]1[NH2+]CC=CNC1(C)C
Orbital gap ... 9.95 eV
E_HOMO ... -12.7 eV
Relative energy (zero: lowest compared OMol25 entry of this formula, charge and spin) ... 59.2 kcal per mole

---

C2H3ClF2S | wB97M-V/def2-TZVPD

ORCA input file:
```
! wB97M-V def2-TZVPD RIJCOSX def2/J DEFGRID3
* xyz 0 1
C 1.18964 0.31557 -0.09667
C -1.57838 0.23648 -0.11924
F -1.74782 1.13304 0.91378
F -2.15916 0.72535 -1.20910
S 1.61660 -1.27298 -0.26365
Cl -1.81135 -1.44483 0.15160
H 0.98110 0.94648 -1.09296
H 1.28092 0.80638 0.83865
H 2.22845 -1.44549 0.87759
*
```

Orbital gap (spin up / spin down) ... 7.58 / 8.88 eV
E_HOMO (spin up / spin down) ... -7.5 / -8.6 eV
Relative energy (zero: lowest compared OMol25 entry of this formula, charge and spin) ... 87.5 kcal per mole

---

C5H9IS4 | wB97M-V/def2-TZVPD

ORCA input file:
```
! wB97M-V def2-TZVPD RIJCOSX def2/J DEFGRID3
* xyz 0 1
C 1.03287 0.67282 1.51186
C 0.90795 -0.28425 0.65143
C 0.78209 -1.71342 0.93616
C 0.64233 0.17857 -0.71388
C -1.58312 0.90947 -0.55553
S 1.56774 1.56673 -1.33726
S 0.44311 -1.10219 -1.85615
S -2.31427 0.19578 -2.02214
S -2.08269 0.53517 1.08277
I -1.62325 3.20006 -0.75746
H 0.96239 1.79020 1.33863
H 1.05970 0.25988 2.54349
H -0.30727 -1.75545 1.26510
H 1.44763 -1.98290 1.79601
H 0.96876 -2.25736 0.02906
H 2.21602 1.92362 -0.13485
H 0.35015 -0.30844 -2.86489
H -2.21254 -1.06125 -1.76292
H -2.25759 -0.76703 0.85058
*
```

Orbital gap (spin up / spin down) ... 7.13 / 7.13 eV
E_HOMO (spin up / spin down) ... -7.6 / -7.6 eV
Relative energy (zero: lowest compared OMol25 entry of this formula, charge and spin) ... 47.3 kcal per mole